[1]
{"formula": "C11H21NPbSi", "method": "wB97M-V/def2-TZVPD", "symbols": ["Pb", "Si", "N", "C", "C", "C", "C", "C", "C", "C", "C", "C", "C", "C", "H", "H", "H", "H", "H", "H", "H", "H", "H", "H", "H", "H", "H", "H", "H", "H", "H", "H", "H", "H", "H"], "positions_angstrom": [[-0.0587, -0.2578, 0.2932], [0.1869, -0.2878, 3.7222], [-1.3047, -2.2195, 0.3593], [0.8785, -2.1955, -0.7141], [1.1468, 2.5530, -1.1189], [1.0020, 0.0405, 5.4001], [-1.1215, 2.3280, -1.5093], [-1.3996, 0.7220, 3.6307], [0.9758, 1.6592, -2.2219], [-0.2714, -2.1125, 3.5634], [1.2389, 0.1271, 2.2280], [-0.1466, 2.9627, -0.6765], [-0.4206, -2.9575, -0.5599], [-0.4275, 1.5173, -2.4603], [-0.3553, 3.6767, 0.1201], [0.3436, -0.2563, 6.2300], [1.7725, 1.1953, -2.8013], [1.6902, -2.5524, -0.0801], [-0.2477, -3.9685, -0.1441], [2.0973, 2.8918, -0.7144], [-1.9784, 0.4982, 2.7249], [0.6343, -2.7343, 3.5249], [1.2307, 1.1073, 5.5337], [-1.1799, 1.7972, 3.6358], [-0.8860, 0.9129, -3.2472], [-0.8700, -2.4266, 4.4316], [1.1487, -1.9523, -1.7478], [2.1486, -0.4793, 2.0533], [1.9439, -0.5143, 5.5172], [-2.2675, -2.2880, 0.0178], [1.5045, 1.1919, 2.0765], [-2.0402, 0.4993, 4.4953], [-2.2018, 2.4612, -1.4473], [-0.8679, -3.0963, -1.5667], [-0.8564, -2.3115, 2.6477]], "nbo_charge": [1.5854, 1.6058, -0.9393, -0.6980, -0.3444, -1.1006, -0.2762, -1.1093, -0.3381, -1.1339, -1.2153, -0.3513, -0.3005, -0.3583, 0.2166, 0.2437, 0.2145, 0.2168, 0.2223, 0.2135, 0.2296, 0.2306, 0.2392, 0.2396, 0.2173, 0.2386, 0.2306, 0.2431, 0.2391, 0.3654, 0.2514, 0.2448, 0.2187, 0.1838, 0.2748], "homo_energy_ev": [-7.2263, -7.2108], "gap_ev": [4.679, 4.632], "de_lowest_kcal_mol": 0.00}


[2]
{"formula": "C11H22BF7INO4P", "method": "wB97M-V/def2-TZVPD", "symbols": ["I", "P", "F", "F", "F", "F", "F", "F", "F", "O", "O", "O", "O", "N", "C", "C", "C", "C", "C", "C", "C", "C", "C", "C", "C", "B", "H", "H", "H", "H", "H", "H", "H", "H", "H", "H", "H", "H", "H", "H", "H", "H", "H", "H", "H", "H", "H", "H"], "positions_angstrom": [[6.9820, 0.7908, 0.2938], [4.5952, 0.3561, 0.2463], [1.6187, 0.5766, 1.6268], [4.8355, 0.7484, 2.8763], [2.3901, -1.7762, 1.1073], [3.7801, -1.8826, 2.7649], [3.6818, 2.1757, 1.8300], [2.3779, 0.5297, 3.6290], [1.7161, -1.8380, 3.1086], [4.6658, 2.4649, -1.5931], [-2.6580, -1.7357, 1.0986], [-1.9329, -0.3964, -1.5895], [-4.8462, 0.0160, -0.6907], [2.4860, 1.4160, -1.6375], [1.5686, 2.4191, -1.0389], [-5.6433, 1.1823, -0.6741], [2.6541, -1.3887, 2.3385], [-1.4870, -1.0315, 0.7447], [-1.8032, 0.0645, -0.2529], [1.9271, 0.0423, -1.6344], [-2.3808, -3.0280, 1.5965], [3.9385, 0.8653, 1.9418], [-4.3596, -0.2858, -1.9880], [2.6225, 0.1703, 2.3856], [-3.1121, -1.1383, -1.9005], [3.8178, 1.5000, -1.1371], [-1.8637, -3.6309, 0.8411], [0.7769, 1.9700, -0.4444], [-0.9509, 0.7504, -0.2735], [4.1966, 3.3144, -1.5076], [2.7347, -0.6953, -1.6158], [1.1024, 2.9821, -1.8514], [-1.7753, -2.9740, 2.5085], [4.4865, -1.0307, 0.0328], [-1.0746, -0.5815, 1.6608], [-3.3291, -3.5070, 1.8299], [-5.0632, 2.0523, -1.0032], [-2.9291, -1.5618, -2.8902], [-5.9689, 1.3509, 0.3505], [-0.7433, -1.7146, 0.3109], [-5.1403, -0.8409, -2.5236], [1.1849, -0.1338, -0.8533], [-3.2449, -1.9737, -1.2125], [2.0834, 3.1652, -0.4260], [-4.1322, 0.6361, -2.5364], [-6.5247, 1.0619, -1.3124], [1.4156, -0.1007, -2.5889], [-2.6752, 0.6446, 0.0526]], "nbo_charge": [0.1919, 0.5219, -0.2925, -0.2696, -0.3084, -0.2891, -0.3026, -0.2679, -0.2748, -0.8669, -0.5379, -0.5509, -0.5474, -0.6876, -0.4131, -0.2495, 0.9170, -0.0962, -0.0730, -0.4175, -0.2500, 0.4496, -0.0963, 0.5469, -0.0911, 0.8684, 0.1639, 0.2159, 0.1546, 0.5237, 0.1845, 0.2233, 0.1647, 0.0983, 0.1646, 0.2056, 0.1612, 0.1918, 0.1978, 0.1632, 0.1801, 0.2072, 0.1963, 0.1961, 0.1739, 0.1728, 0.2392, 0.2077], "charge": 1, "homo_energy_ev": -11.2607, "gap_ev": 6.272}


[3]
{"formula": "C11H22BN3O4", "method": "wB97M-V/def2-TZVPD", "symbols": ["O", "O", "O", "O", "N", "N", "N", "C", "C", "C", "C", "C", "C", "C", "C", "C", "C", "C", "B", "H", "H", "H", "H", "H", "H", "H", "H", "H", "H", "H", "H", "H", "H", "H", "H", "H", "H", "H", "H", "H", "H"], "positions_angstrom": [[-3.9818, -0.2974, 0.9892], [-1.8806, -1.3352, 1.2150], [-6.1427, -3.2759, 1.9972], [-5.4769, -1.4880, 3.1991], [3.5188, 2.8664, -1.4630], [2.3122, -2.5384, -0.5392], [-3.9258, -2.5926, 1.9151], [1.4071, -1.7357, -2.8560], [1.9193, -2.1857, -1.5592], [2.8276, 0.3734, -2.8130], [2.5669, 3.4398, -1.1742], [-5.1976, -2.3586, 2.4116], [-1.0446, -2.0100, 2.1645], [1.3462, 4.1625, -0.8059], [1.3651, 4.5491, 0.6770], [2.4462, -0.8818, -3.5913], [0.1950, -2.5609, 1.4439], [1.4475, 3.3400, 1.6021], [-3.2225, -1.3942, 1.3951], [2.3717, 2.7817, 1.4470], [3.2926, 0.1232, -1.8602], [2.2115, 5.2104, 0.8700], [0.4872, 3.5251, -1.0223], [0.6073, 2.6621, 1.4388], [-4.1072, 0.2741, 1.7533], [1.9514, 0.9902, -2.6143], [3.3410, -1.4774, -3.7817], [3.5408, 0.9739, -3.3723], [0.4593, 5.1149, 0.9014], [-3.9375, -3.3016, 1.1910], [2.0387, -0.5975, -4.5635], [1.4278, 3.6561, 2.6448], [1.2716, 5.0516, -1.4320], [0.4952, -1.1600, -2.6860], [-6.3555, -3.1228, 1.0714], [0.1708, -2.2146, 0.4250], [-0.7010, -1.3237, 2.9345], [0.1895, -3.6449, 1.3969], [-1.5565, -2.8200, 2.6758], [1.1155, -2.1922, 1.8761], [1.1445, -2.6152, -3.4445]], "nbo_charge": [-0.9307, -0.7025, -0.7258, -0.5854, -0.3416, -0.3478, -0.9283, -0.5104, 0.3001, -0.6093, 0.2958, 0.9049, -0.0735, -0.5099, -0.3784, -0.3818, -0.6315, -0.6148, 1.2488, 0.2182, 0.2226, 0.2091, 0.2430, 0.2054, 0.5091, 0.1962, 0.2076, 0.2284, 0.2090, 0.4046, 0.2053, 0.2176, 0.2496, 0.2417, 0.4893, 0.2260, 0.1747, 0.2090, 0.1848, 0.2236, 0.2472], "homo_energy_ev": -10.7053, "smiles": "CCOB(O)NC(=O)O.CCCC#N.CCCC#N", "gap_ev": 10.896}